# C6H8N4

One molecule with the formula C6H8N4 in a non-equilibrium geometry (ωB97M-V/def2-TZVPD, OMol25).

```
! RIJCOSX wB97M-V def2-TZVPD def2/J DEFGRID3
* xyz 0 1
C -1.52 -2.46 0.72
C -2.01 -1.28 1.19
C -0.36 -0.99 -0.23
C -1.37 1.04 0.54
C 0.85 1.47 0.65
C 0.58 -0.19 -1.02
N -0.41 -2.23 -0.06
N -1.31 -0.30 0.47
N 1.38 0.96 -0.38
N 2.38 1.62 -1.25
H -1.78 -3.49 0.85
H -2.68 -0.88 1.94
H -1.88 1.31 1.35
H 1.12 2.43 1.00
H 1.23 -0.95 -1.60
H 0.00 0.37 -1.72
H 3.21 1.01 -1.27
H 2.59 2.56 -1.17
*
```

## Properties
**Strongest force on any atom**: 5.841 eV Å⁻¹
**Energy relative to the best compared isomer or geometry (same formula, charge and spin)**: 164.5 kcal per mole


# CH2FNO

A 2-piece molecular cluster, CH2FNO overall in a non-equilibrium geometry (ωB97M-V/def2-TZVPD, OMol25).

```
! RIJCOSX wB97M-V def2-TZVPD def2/J DEFGRID3
* xyz 0 1
C 0.00 -0.34 0.55
N 0.60 0.04 -0.63
O 0.59 -1.37 -0.03
F -1.94 -0.27 -0.24
H -0.19 -0.08 1.50
H -0.30 0.09 -1.27
*
```

## Properties
**Strongest force on any atom**: 6.269 eV Å⁻¹
**Energy relative to the best compared isomer or geometry (same formula, charge and spin)**: 134.1 kcal per mole


# C79H133B4N7O39V2

C79H133B4N7O39V2 as an isolated structure in a non-equilibrium geometry (ωB97M-V/def2-TZVPD, OMol25).

```
! RIJCOSX wB97M-V def2-TZVPD def2/J DEFGRID3
* xyz -1 8
V -0.96 0.85 -4.04
V 2.16 -3.44 0.02
O -0.63 -6.28 -7.04
C -1.03 -5.77 -5.97
O -0.35 -4.93 -5.21
B -1.21 -4.50 -4.11
O -2.41 -5.39 -4.17
C -2.43 -6.02 -5.31
O -3.33 -6.71 -5.88
O -1.56 -3.09 -4.27
C -1.04 -2.42 -3.34
O -1.11 -1.16 -3.26
C -0.33 -3.41 -2.30
O -0.50 -4.60 -2.78
O 0.26 -3.02 -1.27
O 1.68 -1.52 0.97
C 1.12 -0.48 0.74
O -0.16 -0.18 0.85
B -0.47 1.13 0.17
O 0.90 1.72 0.25
C 1.87 0.84 0.40
O 3.07 1.02 0.32
O -1.55 1.99 0.70
C -2.51 2.01 -0.24
O -3.45 2.81 -0.28
C -2.01 1.24 -1.49
O -0.77 0.90 -1.25
O -2.60 1.07 -2.55
O -2.75 -0.24 -5.07
C -3.11 -1.14 -5.80
O -2.60 -1.35 -7.00
B -3.13 -2.59 -7.66
O -4.30 -2.90 -6.70
C -4.22 -2.24 -5.60
O -4.99 -2.29 -4.64
O -2.22 -3.76 -7.65
C -2.11 -4.15 -8.93
O -1.53 -5.16 -9.30
C -2.98 -3.28 -9.81
O -3.63 -2.45 -9.03
O -3.03 -3.36 -11.08
O 1.44 -4.31 -7.48
C 2.00 -3.41 -6.77
O 1.82 -2.91 -5.61
B 2.86 -1.95 -5.11
O 3.90 -2.04 -6.17
C 3.52 -2.97 -7.09
O 4.19 -3.24 -8.07
O 3.29 -2.33 -3.77
C 2.70 -1.55 -2.88
O 2.58 -1.71 -1.64
C 2.04 -0.37 -3.66
O 2.32 -0.60 -4.95
O 1.26 0.45 -3.22
C -7.44 0.11 -2.32
C -7.11 1.52 -1.74
C -6.23 2.22 -2.79
C -6.18 3.81 -2.77
C -7.61 4.43 -2.53
C -8.33 3.67 -1.27
N -8.37 2.25 -1.58
O -9.12 1.65 -0.64
C -7.60 4.14 0.00
C -9.76 4.26 -1.18
C -6.16 1.18 -0.54
H -8.19 0.17 -3.11
H -7.96 -0.59 -1.65
H -6.54 -0.38 -2.69
H -5.20 1.91 -2.91
H -6.59 1.94 -3.78
H -5.81 4.25 -3.70
H -5.49 4.16 -2.01
H -8.20 4.20 -3.42
H -7.67 5.52 -2.50
H -6.51 4.12 0.07
H -7.93 5.16 0.18
H -8.06 3.56 0.79
H -10.37 4.06 -2.06
H -10.29 3.86 -0.32
H -9.65 5.34 -1.05
H -6.63 0.60 0.26
H -5.71 2.09 -0.14
H -5.31 0.60 -0.90
H -10.01 1.77 -0.97
C 2.50 -6.71 1.84
C 1.12 -6.59 2.45
C 1.40 -6.78 3.97
C 0.31 -6.40 4.94
C 0.03 -4.93 4.64
C -0.38 -4.70 3.22
N 0.65 -5.21 2.25
O 0.37 -4.91 0.96
C -1.81 -5.24 2.99
C -0.51 -3.19 3.04
C 0.14 -7.66 1.85
H 3.00 -7.66 2.05
H 3.19 -5.98 2.26
H 2.49 -6.64 0.75
H 1.48 -7.86 4.08
H 2.33 -6.31 4.28
H 0.67 -6.36 5.97
H -0.59 -6.99 4.75
H 0.95 -4.41 4.92
H -0.64 -4.53 5.41
H -1.94 -6.22 3.44
H -2.49 -4.58 3.52
H -2.00 -5.27 1.91
H -1.16 -2.66 3.74
H 0.47 -2.72 3.04
H -1.05 -2.99 2.11
H -0.82 -7.86 2.32
H 0.74 -8.57 1.94
H -0.05 -7.54 0.78
H -0.44 -5.39 0.76
C 1.11 5.59 -3.91
C 0.28 4.58 -3.07
C -0.71 5.38 -2.15
C -1.85 5.98 -2.97
C -2.63 4.89 -3.68
C -1.72 4.16 -4.70
N -0.56 3.65 -3.93
O 0.25 2.89 -4.68
C -2.63 2.99 -5.11
C -1.44 4.96 -6.06
C 1.12 3.74 -2.15
H 1.78 6.27 -3.39
H 0.52 6.28 -4.52
H 1.79 5.00 -4.53
H -1.10 4.80 -1.31
H -0.17 6.28 -1.88
H -1.53 6.62 -3.78
H -2.57 6.55 -2.37
H -3.52 5.31 -4.17
H -2.96 4.20 -2.91
H -3.48 3.31 -5.70
H -1.91 2.36 -5.64
H -3.12 2.46 -4.29
H -1.04 5.93 -5.78
H -0.63 4.54 -6.65
H -2.32 5.00 -6.69
H 2.10 3.76 -2.62
H 0.66 2.75 -2.05
H 1.35 4.23 -1.20
H 0.61 3.45 -5.36
C 3.57 -3.11 3.55
C 5.00 -3.42 3.15
C 5.43 -4.66 4.10
C 6.64 -5.41 3.53
C 6.49 -5.84 2.07
C 6.06 -4.71 1.06
N 4.95 -3.92 1.72
O 4.40 -2.92 0.89
C 7.20 -3.85 0.71
C 5.53 -5.37 -0.21
C 5.94 -2.22 3.43
H 3.37 -2.16 3.05
H 3.60 -2.94 4.63
H 2.87 -3.94 3.46
H 5.63 -4.39 5.13
H 4.67 -5.44 4.08
H 6.86 -6.19 4.25
H 7.53 -4.78 3.51
H 5.76 -6.65 2.04
H 7.43 -6.29 1.76
H 8.00 -4.56 0.50
H 6.99 -3.20 -0.14
H 7.72 -3.16 1.38
H 4.57 -5.84 0.01
H 5.30 -4.70 -1.04
H 6.21 -6.16 -0.53
H 5.88 -1.45 2.66
H 6.95 -2.59 3.59
H 5.73 -1.80 4.42
H 5.09 -2.25 0.91
C -5.28 2.52 2.76
C -4.46 2.13 3.96
C -5.28 2.33 5.22
C -6.41 1.30 5.61
C -5.83 -0.16 5.49
C -4.99 -0.36 4.22
N -4.07 0.72 3.95
O -3.05 0.43 3.00
C -4.25 -1.74 4.49
C -5.91 -0.72 3.03
C -3.27 3.16 4.00
H -5.00 2.04 1.82
H -5.25 3.56 2.44
H -6.27 2.14 2.97
H -4.61 2.24 6.07
H -5.59 3.37 5.26
H -7.27 1.32 4.94
H -6.83 1.61 6.56
H -6.76 -0.73 5.48
H -5.40 -0.43 6.46
H -3.60 -1.72 5.37
H -4.96 -2.57 4.57
H -3.54 -1.98 3.70
H -6.80 -0.11 3.12
H -5.41 -0.60 2.06
H -6.26 -1.75 2.99
H -3.52 4.19 4.28
H -2.85 3.30 3.01
H -2.49 2.88 4.71
H -3.44 0.70 2.17
C 1.72 6.50 5.95
C 1.15 5.27 5.21
C 1.03 5.65 3.70
C 0.87 4.54 2.76
C 2.04 3.52 3.08
C 2.03 2.91 4.51
N 2.07 4.08 5.42
O 2.26 3.67 6.72
C 0.76 2.05 4.62
C 3.28 1.96 4.59
C -0.27 4.88 5.75
H 1.19 7.38 5.59
H 2.80 6.58 5.91
H 1.43 6.38 7.00
H 0.19 6.32 3.56
H 1.96 6.18 3.45
H 0.90 5.01 1.78
H -0.13 4.12 2.79
H 3.00 4.01 2.89
H 2.06 2.75 2.31
H 0.78 1.23 3.90
H 0.73 1.57 5.60
H -0.16 2.63 4.51
H 3.15 1.25 5.40
H 3.38 1.45 3.63
H 4.16 2.61 4.61
H -0.66 5.54 6.53
H -0.27 3.84 6.07
H -1.06 4.75 5.02
H 3.22 3.75 6.73
C 5.05 1.52 -2.48
C 6.37 0.67 -2.20
C 7.47 1.62 -2.79
C 7.99 2.72 -1.82
C 8.15 2.15 -0.42
C 7.10 1.31 0.24
N 6.51 0.32 -0.73
O 5.38 -0.29 -0.21
C 7.85 0.46 1.27
C 6.02 2.16 0.92
C 6.26 -0.57 -3.06
H 4.62 1.39 -3.47
H 4.98 2.55 -2.11
H 4.34 0.97 -1.86
H 8.32 0.94 -2.90
H 7.24 2.13 -3.73
H 7.33 3.58 -1.80
H 8.91 3.13 -2.23
H 8.39 2.98 0.25
H 9.13 1.68 -0.44
H 8.19 -0.46 0.80
H 8.65 1.00 1.76
H 7.20 0.11 2.08
H 6.50 2.85 1.62
H 5.52 2.77 0.16
H 5.27 1.50 1.35
H 6.24 -0.34 -4.13
H 5.31 -1.03 -2.80
H 7.04 -1.28 -2.78
H 4.79 0.45 -0.07
*
```

## Properties
**Strongest force on any atom**: 7.210 eV Å⁻¹
**Calculated total energy**: -228453.9006 eV
**Expectation value of S²**: 15.757


# C34H46Br2F3NO30P

A 10-piece molecular cluster, C34H46Br2F3NO30P overall in a non-equilibrium geometry (ωB97M-V/def2-TZVPD, OMol25).

```
! RIJCOSX wB97M-V def2-TZVPD def2/J DEFGRID3
* xyz -1 1
C 6.85 -0.45 3.49
P 4.96 -0.44 3.75
O 4.64 0.81 4.98
N 4.34 -1.94 4.49
C 2.98 -2.35 3.96
C 1.78 -1.23 4.29
C 0.33 -1.60 3.62
C -0.20 -0.56 2.47
F -1.66 -0.86 2.26
Br 0.67 -0.74 0.68
C -0.12 1.03 2.88
F 1.20 1.58 2.41
F -1.15 1.75 2.03
Br -0.52 1.43 4.80
C 3.00 -2.85 2.40
O 2.40 -4.04 2.12
O 3.66 -2.18 1.26
H 7.41 -1.38 3.94
H 7.08 -0.31 2.34
H 7.30 0.51 4.03
H 3.79 1.30 4.77
H 5.00 -2.70 4.14
H 2.67 -3.30 4.60
H 2.11 -0.13 4.09
H 1.62 -1.32 5.47
H -0.48 -1.63 4.49
H 0.32 -2.68 3.14
C 2.34 5.19 6.24
C 2.43 4.32 7.46
O 2.01 3.06 6.98
C 2.24 3.05 5.63
O 2.15 2.05 4.93
O 2.57 4.29 5.18
H 3.09 5.99 6.25
H 1.35 5.64 6.12
H 3.45 4.24 7.84
H 1.78 4.67 8.26
C -1.90 0.65 -0.87
C -3.30 0.21 -0.62
O -4.03 0.81 -1.67
C -3.14 1.03 -2.69
O -3.45 1.38 -3.81
O -1.85 0.82 -2.27
H -1.16 -0.09 -0.54
H -1.67 1.61 -0.39
H -3.41 -0.88 -0.68
H -3.68 0.55 0.35
C -0.96 -6.26 1.94
C -0.68 -7.27 3.00
O 0.12 -6.55 3.93
C -0.17 -5.23 3.75
O 0.21 -4.33 4.49
O -0.93 -5.03 2.63
H -1.94 -6.42 1.47
H -0.19 -6.25 1.16
H -1.58 -7.61 3.51
H -0.13 -8.14 2.62
C -1.89 -3.97 -2.14
C -3.20 -4.58 -2.49
O -3.09 -5.90 -2.01
C -2.14 -5.89 -1.03
O -1.91 -6.82 -0.28
O -1.49 -4.69 -0.99
H -1.97 -2.90 -1.93
H -1.13 -4.12 -2.92
H -4.04 -4.09 -1.98
H -3.39 -4.57 -3.57
C 3.04 4.03 1.54
C 3.07 4.13 0.05
O 3.96 5.20 -0.19
C 4.76 5.30 0.91
O 5.75 6.01 0.97
O 4.31 4.51 1.92
H 2.88 3.01 1.89
H 2.27 4.68 1.98
H 3.47 3.22 -0.42
H 2.08 4.34 -0.38
C 2.15 1.46 -4.69
C 2.12 2.93 -4.45
O 1.61 3.04 -3.13
C 1.88 1.85 -2.51
O 1.74 1.65 -1.31
O 2.34 0.92 -3.40
H 2.97 1.16 -5.36
H 1.20 1.08 -5.09
H 3.12 3.38 -4.48
H 1.47 3.46 -5.15
C -7.00 0.65 0.41
C -8.32 0.04 0.06
O -8.20 -1.28 0.54
C -7.26 -1.27 1.52
O -7.03 -2.20 2.27
O -6.61 -0.07 1.56
H -7.08 1.72 0.62
H -6.25 0.50 -0.37
H -9.15 0.53 0.56
H -8.51 0.05 -1.02
C 0.53 -2.84 -6.61
C 0.40 -1.40 -6.22
O -0.93 -1.31 -5.74
C -1.29 -2.56 -5.34
O -2.30 -2.82 -4.71
O -0.36 -3.49 -5.72
H 1.55 -3.21 -6.48
H 0.21 -3.03 -7.64
H 1.09 -1.12 -5.42
H 0.55 -0.73 -7.07
C -2.01 3.63 -6.69
C -2.32 5.07 -6.91
O -1.11 5.72 -6.55
C -0.11 4.79 -6.69
O 1.08 5.05 -6.63
O -0.62 3.55 -6.91
H -2.55 2.98 -7.38
H -2.22 3.31 -5.66
H -2.54 5.30 -7.96
H -3.14 5.42 -6.29
*
```

## Properties
**Strongest force on any atom**: 7.555 eV Å⁻¹
**Calculated total energy**: -256441.6439 eV


# C4H7NO2

A 2-piece molecular cluster, C4H7NO2 overall in a non-equilibrium geometry (ωB97M-V/def2-TZVPD, OMol25).

```
! RIJCOSX wB97M-V def2-TZVPD def2/J DEFGRID3
* xyz 0 1
H 0.81 0.69 -1.92
N 0.58 -0.10 -1.31
C -0.59 0.08 -0.76
C -1.36 -1.02 -0.11
O -1.20 1.25 -0.94
H -0.69 -1.81 0.22
H -2.07 -1.43 -0.83
H -1.91 -0.63 0.76
H -2.07 1.28 -0.52
C 1.30 0.50 1.41
C 2.11 0.13 0.41
O 3.19 -0.18 0.02
H 0.80 1.45 1.36
H 1.09 -0.21 2.20
*
```

## Properties
**Strongest force on any atom**: 4.674 eV Å⁻¹
**SMILES**: [H]/N=C(/C)O.C=C=O
**Energy relative to the best compared isomer or geometry (same formula, charge and spin)**: 69.6 kcal per mole


# CHNOS

One molecule with the formula CHNOS in a non-equilibrium geometry (ωB97M-V/def2-TZVPD, OMol25).

```
! RIJCOSX wB97M-V def2-TZVPD def2/J DEFGRID3
* xyz 0 1
S 1.30 0.55 1.47
C 0.12 0.18 0.46
N -0.46 -0.70 -0.39
O -0.98 0.66 -0.14
H 0.01 -0.70 -1.40
*
```

## Properties
**Strongest force on any atom**: 3.653 eV Å⁻¹
**SMILES**: S=C1NO1
**Energy relative to the best compared isomer or geometry (same formula, charge and spin)**: 36.5 kcal per mole


# C5H7Br

One molecule with the formula C5H7Br in a non-equilibrium geometry (ωB97M-V/def2-TZVPD, OMol25).

```
! RIJCOSX wB97M-V def2-TZVPD def2/J DEFGRID3
* xyz 0 1
C 1.42 -1.29 0.75
C 0.76 -0.06 1.36
C -0.26 0.58 0.51
C -0.93 0.96 -0.37
C -1.79 1.14 -1.61
Br -1.05 0.06 -3.18
H 2.01 -1.85 1.48
H 2.15 -0.71 0.05
H 0.63 -1.94 0.24
H 0.30 -0.54 2.18
H 1.43 0.70 1.73
H -2.73 0.81 -1.32
H -1.95 2.16 -1.81
*
```

## Properties
**Strongest force on any atom**: 5.614 eV Å⁻¹
**SMILES**: CCC#CCBr
**Energy relative to the best compared isomer or geometry (same formula, charge and spin)**: 36.3 kcal per mole


- Which formula does entry 4 have?
  C34H46Br2F3NO30P


- Which of these has the lowest strongest force on any atom?
  CHNOS


- Among the records above, which one has the highest strongest force on any atom?
  C34H46Br2F3NO30P


- What is the strongest force on any atom in the sixth record?
  3.653 eV Å⁻¹